[1]
Molecular formula: C23H30MnN5O2SSe
Method: DFT, ωB97M-V/def2-TZVPD

Properties
Frontier orbital gap (spin up / spin down), eV: 6.34 / 6.74
⟨S²⟩: 8.755
Molecular weight, g mol⁻¹: 574.5
Energy relative to the best compared isomer or geometry (same formula, charge and spin), kcal per mole: 1.56

ORCA input file:
```
! RIJCOSX wB97M-V def2-TZVPD def2/J DEFGRID3
* xyz -1 6
Mn -0.803 -0.010 0.151
N 0.014 1.919 4.279
C -0.072 1.556 2.941
S -1.530 0.749 2.457
N 0.968 1.856 2.219
N 0.902 1.428 0.902
C 1.932 1.777 0.220
C 2.211 1.471 -1.165
C 3.475 1.834 -1.654
C 3.870 1.578 -2.949
C 2.957 0.952 -3.811
C 1.707 0.591 -3.371
C 1.283 0.810 -2.031
O 0.126 0.407 -1.654
H -0.883 2.058 4.714
H 0.686 2.654 4.446
H 2.692 2.362 0.746
H 4.157 2.335 -0.972
H 4.853 1.867 -3.298
H 3.239 0.750 -4.838
H 0.998 0.105 -4.031
C 0.364 -1.963 3.384
N 1.495 -1.647 2.531
C 2.750 -1.383 3.210
C 3.682 -0.608 2.305
C 3.820 -1.357 0.995
N 2.512 -1.623 0.431
C 2.484 -1.998 -0.972
C 1.380 -1.701 1.182
O 0.268 -1.855 0.631
H 0.113 -1.113 4.018
H 0.618 -2.829 4.005
H -0.498 -2.195 2.769
H 3.216 -2.326 3.530
H 2.522 -0.807 4.109
H 4.658 -0.488 2.778
H 3.260 0.382 2.126
H 4.375 -2.296 1.141
H 4.376 -0.761 0.265
H 2.980 -1.238 -1.576
H 1.453 -2.090 -1.299
H 3.003 -2.954 -1.107
C -3.618 4.010 -4.644
C -3.493 2.836 -3.707
C -2.932 1.639 -4.122
C -2.812 0.544 -3.268
C -2.208 -0.729 -3.789
C -3.261 0.647 -1.943
Se -3.116 -0.862 -0.747
C -3.851 1.850 -1.513
C -4.377 2.009 -0.115
C -3.950 2.918 -2.398
H -3.095 3.819 -5.582
H -3.196 4.916 -4.202
H -4.664 4.221 -4.882
H -2.568 1.548 -5.141
H -1.896 -0.610 -4.829
H -2.925 -1.551 -3.723
H -1.344 -1.006 -3.184
H -3.580 1.884 0.619
H -5.122 1.242 0.107
H -4.829 2.994 0.015
H -4.398 3.845 -2.049
*
```

natural (NBO) population analysis, charges in e, atoms 1 to 2: atom 1 (Mn): 1.387, atom 2 (N): -0.830

[2]
Molecular formula: C4H8O2
Method: DFT, ωB97M-V/def2-TZVPD

Properties
Frontier orbital gap, eV: 9.39
Molecular weight, g mol⁻¹: 88.1
Energy relative to the best compared isomer or geometry (same formula, charge and spin), kcal per mole: 106.93

ORCA input file:
```
! RIJCOSX wB97M-V def2-TZVPD def2/J DEFGRID3
* xyz 0 1
O 1.657 1.651 -0.485
C -0.214 0.689 -0.584
C 0.152 -0.735 -0.877
C -0.319 -1.540 0.352
O -0.411 -0.593 1.404
C -0.770 0.632 0.792
H 1.572 2.204 0.307
H 0.686 1.689 -0.964
H 1.240 -0.767 -1.005
H -0.289 -1.063 -1.825
H 0.375 -2.326 0.663
H -1.303 -1.997 0.157
H -1.866 0.689 0.616
H -0.511 1.467 1.451
*
```

natural (NBO) population analysis, charges in e, atoms 1 to 2: atom 1 (O): -0.900, atom 2 (C): 0.074